(1)
ORCA calculation (ωB97M-V/def2-TZVPD) on one molecule with the formula C3H4ClN in a non-equilibrium geometry.

```
9
Properties=species:S:1:pos:R:3:mulliken_charge:R:1
N 1.5244 2.6823 0.2111 -0.380
C 1.0314 1.7216 -0.1819 0.283
C 0.4544 0.4962 -0.4643 -0.399
C -0.7021 0.1838 0.4638 -0.503
Cl -2.2639 0.9343 -0.0851 -0.191
H -0.1718 0.6127 -1.3928 0.237
H 1.1855 -0.3128 -0.4181 0.295
H -0.6370 0.5700 1.4084 0.358
H -0.8343 -0.8898 0.4843 0.301
```

Computed properties:
* HOMO-LUMO gap: 0.4399 Ha
* highest occupied orbital energy: -11.3095 eV
* structure (SMILES): N#CCCCl

***

(2)
ORCA calculation (ωB97M-V/def2-TZVPD) on C30H20F3N6STi as an isolated structure in a non-equilibrium geometry.

```
61
Properties=species:S:1:pos:R:3:mulliken_charge:R:1
Ti 0.0276 -0.6734 -0.4788 -0.574
S 5.3125 -0.1657 4.8598 0.076
N 3.7128 -0.3275 5.0266 -0.687
C 3.2247 -0.4717 3.8109 0.563
C 1.8055 -0.6710 3.4829 0.134
C 0.8249 -0.5868 4.3921 -0.489
C -0.5616 -0.7872 3.9711 -1.038
C -0.8414 -1.1770 2.7345 -0.483
N 0.1668 -1.3607 1.7578 0.434
C 1.5171 -0.9347 2.0867 -0.252
C 2.4386 -0.7730 1.0906 0.242
N 2.0250 -0.7877 -0.2568 1.075
C 2.9880 -0.6511 -1.2242 -0.208
C 4.3045 -0.4823 -0.9856 -1.218
C 4.7361 -0.4003 0.3750 -0.140
C 3.8451 -0.5280 1.3754 -0.492
C 4.2157 -0.4197 2.7868 0.864
N 5.4369 -0.2384 3.2483 -0.727
H 1.0716 -0.3732 5.4241 0.514
H -1.3779 -0.6569 4.6694 0.421
H -1.8440 -1.4212 2.4130 0.495
H 2.6330 -0.6743 -2.2470 0.273
H 4.9960 -0.3835 -1.8101 0.417
H 5.7772 -0.2283 0.6232 0.520
C 0.0881 -1.0290 -4.6872 -1.000
C 0.1270 0.3123 -5.0595 -0.574
C 0.1331 1.2985 -4.0913 -1.022
C 0.0953 0.9652 -2.7435 0.529
N 0.0323 -0.3543 -2.4003 0.485
C 0.0393 -1.3232 -3.3477 -0.309
C 0.1500 1.9191 -1.6039 0.742
C 0.1282 3.2989 -1.8279 -1.099
C 0.2088 4.1768 -0.7630 -0.821
C 0.3197 3.6813 0.5359 -0.780
C 0.3261 2.3132 0.7595 0.024
C 0.2329 1.3911 -0.2888 1.060
H 0.1052 -1.8225 -5.4205 0.436
H 0.1662 0.5841 -6.1066 0.421
H 0.1836 2.3378 -4.3812 0.424
H 0.0361 -2.3439 -2.9897 0.573
H 0.0490 3.6989 -2.8327 0.338
H 0.1883 5.2448 -0.9404 0.387
H 0.3942 4.3704 1.3700 0.446
H 0.4096 1.9479 1.7791 0.361
F -6.7665 -0.7938 -1.4699 -0.268
C -6.2474 -0.4846 -0.2745 0.819
F -6.7339 0.7061 0.0841 -0.266
F -6.7056 -1.3843 0.6006 -0.246
C -4.7429 -0.4839 -0.3146 0.305
C -4.0074 0.3925 0.4602 -1.129
C -2.6298 0.3464 0.4126 -0.167
N -1.9511 -0.5237 -0.3751 0.498
C -2.6933 -1.3967 -1.1026 -0.361
C -4.0703 -1.4012 -1.0991 -1.041
H -4.4954 1.1170 1.0980 0.498
H -2.0290 1.0175 1.0043 0.547
H -2.1531 -2.1081 -1.7114 0.444
H -4.6077 -2.1100 -1.7149 0.454
C 0.0195 -2.3810 0.7202 -1.219
H 0.8682 -3.0628 0.7272 0.324
H -0.9019 -2.9431 0.8691 0.468
```

Computed properties:
* HOMO-LUMO gap (spin up / spin down): 0.1706 / 0.1712 Ha
* spin multiplicity: 2
* highest occupied orbital energy (spin up / spin down): -5.4406 / -5.4453 eV

***

ΔE to the lowest compared entry with this formula, charge and spin values (in kcal/mol) by entry order: 3.98; 0.00.
Energy values (in eV) by entry order: -17187.562; -82477.527.